# 1
Density functional theory data (ωB97M-V with the def2-TZVPD basis set) for a single C12H22FO5PS molecule.

Structure (XYZ):
```
42
Properties=species:S:1:pos:R:3:forces:R:3
C 3.01302 2.42928 -0.54642 -0.515 -0.528 1.433
C 2.72789 0.82409 -0.41100 0.331 1.677 -0.377
C 3.61358 0.33982 0.83110 0.533 0.163 0.196
C 1.14286 0.68734 -0.23323 1.529 -0.344 -0.754
C 0.59443 -0.73886 0.22040 -2.433 1.263 0.379
C 0.64325 -1.97299 -0.82655 0.934 -0.381 -0.502
C 2.15756 -2.33650 -1.28306 -0.710 -0.723 0.012
F -0.12415 -1.71940 -2.03175 0.881 -0.074 1.652
O 1.06450 -1.37893 1.43596 -0.764 -0.488 1.039
C -0.04937 -1.90073 2.16707 0.494 -0.233 1.258
O 0.00710 -2.36302 3.31050 -0.380 1.330 -4.955
O -1.20570 -1.70207 1.29907 1.140 0.475 2.256
C -0.89229 -0.35500 0.77678 -1.189 -0.439 -2.410
C -1.89056 0.29057 -0.30453 -0.546 -0.179 -0.329
C -3.29639 -0.47262 -0.42462 0.253 -0.843 -0.203
C -4.36106 0.20931 -1.42147 0.046 -0.974 -0.141
S -3.75115 1.72918 -2.31140 -0.182 0.168 -0.121
P -0.94902 0.64135 2.43749 1.534 0.998 2.178
O -0.97701 2.32458 2.12209 -1.640 -1.495 -0.071
O -2.41004 0.25295 3.24394 0.563 0.236 -3.349
H 2.14921 2.95528 -1.07091 1.378 -0.604 0.310
H 3.00309 2.81415 0.54579 0.002 -0.383 -1.734
H 4.04562 2.66042 -0.96462 -1.498 -0.316 0.291
H 3.04313 0.38989 -1.42531 -0.370 0.189 1.693
H 4.14669 -0.67099 0.66646 -1.106 1.486 0.375
H 3.00526 0.33233 1.81314 0.878 -0.202 -1.671
H 4.46015 1.10842 1.00691 -1.291 -1.246 -0.394
H 0.80158 1.56842 0.41818 0.288 -1.609 -0.515
H 0.68402 0.89030 -1.27551 0.598 -0.495 1.659
H 0.23335 -2.94745 -0.36745 0.192 1.968 -0.527
H 2.31929 -1.94710 -2.34057 -0.047 -0.254 1.538
H 2.24086 -3.48708 -1.33672 -0.160 1.835 0.042
H 2.94167 -1.98984 -0.53532 -1.143 -0.254 -1.117
H -1.43055 0.33206 -1.36055 -0.615 -0.273 1.771
H -2.07037 1.39706 -0.02299 0.347 -1.767 -0.320
H -3.07564 -1.52459 -0.84291 -0.283 1.566 0.813
H -3.80289 -0.63653 0.60248 0.858 0.332 -1.571
H -5.28155 0.50760 -0.79833 1.422 -0.052 -1.291
H -4.70847 -0.52543 -2.23901 0.514 1.042 1.527
H -2.89202 1.35221 -3.33844 -0.834 -0.460 1.056
H -1.86525 2.72224 2.29108 0.812 -0.380 -0.297
H -3.00466 -0.08972 2.52424 0.179 0.269 1.170
```
Forces are in eV/Å.

Computed properties:
- structure (SMILES) = CC(C)C[C@@]1([C@H](C)F)OC(=O)O[C@@]1(CCCS)P(O)O
- HOMO-LUMO gap (eV) = 8.9
- LUMO (eV) = 0.2790



# 2
Density functional theory data (ωB97M-V with the def2-TZVPD basis set) for a molecular structure, C8H16CsO5.

Structure (XYZ):
```
30
Properties=species:S:1:pos:R:3:forces:R:3
O 0.07237 -1.88649 -0.85570 0.823 0.969 1.381
C 1.24715 -2.03848 -0.19032 -1.554 0.423 0.734
C 2.22862 -2.67959 -1.17040 0.496 -1.383 0.352
O 2.25142 -1.83220 -2.31199 -0.672 0.643 0.503
C 3.19805 -2.17854 -3.29827 0.222 -0.252 0.020
Cs -0.83121 -0.57739 -3.09623 0.114 0.081 0.008
H 0.82540 -2.21176 0.98476 1.157 -1.124 -2.117
H 1.87677 -1.24605 0.28711 -0.844 1.097 -0.826
H 1.86742 -3.67520 -1.48731 0.314 0.185 0.238
H 3.23886 -2.73511 -0.73004 -0.225 -0.223 -0.177
H 3.14269 -1.41656 -4.08456 0.047 -0.175 0.227
H 4.20909 -2.18257 -2.86390 -0.154 -0.098 -0.258
H 2.95942 -3.16153 -3.73482 0.209 0.167 0.104
O -3.19354 4.94458 0.00848 0.477 -0.414 -0.073
C -2.30203 4.16033 -0.19142 -0.429 0.577 0.025
C -2.53027 2.66243 -0.21780 -0.124 -0.233 0.216
O -1.31121 1.94575 -0.27798 -0.033 -0.098 -0.591
C -0.59521 1.87738 0.93367 1.031 -0.307 -0.023
C -0.85589 0.59258 1.64380 -1.832 -0.710 -3.312
O -0.76049 0.61645 2.90916 0.016 -0.124 2.851
C -1.27403 -0.48906 3.68326 0.317 0.017 -0.235
H -1.26228 4.49460 -0.41141 -0.141 -0.091 0.066
H -3.14188 2.35600 0.64553 0.089 0.134 -0.169
H -3.10013 2.42893 -1.12851 0.139 0.041 0.205
H -0.76500 2.74669 1.58576 -0.036 -0.146 -0.038
H 0.47686 1.85418 0.67315 -0.189 0.467 -0.094
H -1.53100 -0.14015 1.10102 0.857 0.623 0.841
H -0.40346 -0.99873 4.10485 -0.275 -0.001 0.087
H -1.90832 -0.06180 4.46588 0.173 -0.216 -0.199
H -1.82817 -1.16871 3.02421 0.027 0.170 0.253
```
Forces are in eV/Å.

Computed properties:
- net charge = +1
- HOMO-LUMO gap (spin up / spin down) (eV) = 9.4 / 4.0
- LUMO (spin up / spin down) (eV) = -3.0185 / -5.3693
- energy above the lowest of the compared OMol25 structures with the same formula, charge and spin (kcal/mol) = 106.5



# 3
Density functional theory data (ωB97M-V with the def2-TZVPD basis set) for a molecular structure, C24H35LaN2O.

Structure (XYZ):
```
63
Properties=species:S:1:pos:R:3:forces:R:3
C 1.74148 1.91879 -2.69542 0.367 2.883 -0.390
H 2.53608 2.45339 -2.05131 -0.973 -0.552 -0.685
H 2.12667 1.80482 -3.68984 0.419 -0.473 -0.463
H 1.87098 -1.00392 0.49879 0.822 -0.135 0.136
C 0.39095 2.63930 -2.71800 -1.044 -0.090 0.944
H -0.40338 2.06102 -3.23597 0.605 -0.029 0.380
H 0.03731 2.75098 -1.66764 -0.016 -0.054 -0.326
C 0.37983 4.04986 -3.33896 1.207 0.239 -0.524
H -0.55715 4.61924 -3.23530 0.202 -0.604 0.138
H 1.18100 4.62989 -2.83830 -0.409 -0.065 -0.496
H 0.61159 3.97090 -4.43066 -0.089 0.205 0.868
C -0.92085 -1.94710 -1.76676 -1.703 0.158 -0.743
C -1.55506 -1.20512 -2.78915 0.180 -0.006 0.914
C -0.59906 -0.88473 -3.78049 -1.071 0.763 0.400
C 0.63926 -1.45515 -3.39750 1.451 -1.342 2.392
C 0.43868 -2.14185 -2.15778 2.008 0.661 -2.222
C 1.47898 -2.87399 -1.38407 0.067 -0.467 0.397
C 1.92074 -1.34405 -4.14935 0.325 -0.299 -0.465
C -0.80196 -0.02440 -4.96893 -0.469 -0.230 -0.475
C -2.97960 -0.79980 -2.78219 -0.702 0.147 -0.161
C -1.56346 -2.53540 -0.56202 -0.431 0.167 0.217
La 1.45650 0.16493 -1.10308 -0.853 -1.258 0.240
H 2.68634 -2.04124 -3.78101 -0.237 0.197 -0.125
H 1.72469 -1.61892 -5.19588 0.271 0.138 0.158
H 2.36100 -0.32913 -4.16974 -0.225 -0.331 -0.029
H 2.48858 -2.79108 -1.81976 -0.367 -0.144 0.076
H 1.53663 -2.51191 -0.33070 -0.004 -0.219 -0.386
H 1.23253 -3.94534 -1.27298 0.146 0.333 -0.175
H -2.62807 -2.27182 -0.51326 0.312 -0.063 -0.057
H -1.50332 -3.63588 -0.51046 0.195 0.370 -0.156
H -1.09410 -2.13081 0.34182 0.037 -0.173 0.110
H -3.16130 -0.03539 -3.54643 -0.110 -0.153 0.258
H -3.65151 -1.64508 -2.99713 0.196 0.219 0.032
H -3.28217 -0.38833 -1.81150 0.050 -0.040 -0.216
H -0.39094 0.99110 -4.85655 -0.014 -0.356 0.038
H -0.30201 -0.46576 -5.83941 -0.119 0.115 0.058
H -1.87561 0.07286 -5.19057 0.465 0.031 -0.041
C -0.03935 1.20148 5.58573 0.065 -0.245 1.253
N -0.14144 1.48593 4.15907 0.148 0.799 0.181
N 0.13208 0.59158 3.16071 -0.225 -0.540 -0.370
C 0.10705 1.24058 1.95758 0.273 1.153 -0.022
O 0.32785 0.73160 0.77313 -0.552 0.251 1.104
C -0.12843 2.59971 2.25910 0.138 -0.521 -0.668
C -0.27064 2.71627 3.61991 -0.086 -0.282 0.181
C -0.52957 3.94026 4.42150 -0.117 0.614 -0.133
C 0.10632 -0.81036 3.42359 -0.379 -0.296 -0.124
C -0.90176 -1.35178 4.21657 0.001 -0.334 -0.103
C -0.87394 -2.71707 4.50230 0.496 -0.336 -0.134
C 0.13105 -3.53139 3.94288 0.021 0.068 -0.138
C 1.05371 -2.97826 3.03240 -0.339 -0.676 0.416
C 1.04808 -1.61404 2.80884 0.214 0.081 -0.033
H 0.66739 0.37806 5.81446 -0.457 0.459 -0.472
H -1.02624 0.94963 6.02666 0.572 0.088 -0.380
H 0.33950 2.09266 6.13262 -0.242 -0.472 -0.691
H -0.16004 3.37134 1.51004 -0.112 0.131 0.135
H -1.41113 3.86163 5.06827 0.220 -0.181 -0.105
H 0.32645 4.25341 5.03321 -0.131 -0.253 -0.110
H -0.72582 4.75559 3.71401 0.052 -0.168 0.238
H -1.71467 -0.72768 4.57239 0.139 -0.076 0.089
H -1.62701 -3.15899 5.16157 0.289 0.212 -0.282
H 0.19990 -4.60070 4.20841 -0.187 0.716 -0.251
H 1.77839 -3.61643 2.50496 -0.327 0.327 0.455
H 1.76201 -1.16388 2.12759 0.037 -0.062 0.346
```
Forces are in eV/Å.

Computed properties:
- net charge = +2
- HOMO-LUMO gap (spin up / spin down) (eV) = 5.8 / 5.3
- LUMO (spin up / spin down) (eV) = -7.9526 / -8.4313